Record 1
Here is a structure of composition C18H18BF4OY in a non-equilibrium geometry from OMol25. Energies are from the ωB97M-V functional and the def2-TZVPD basis.

Calculated values
- molar mass (Da) = 426.1
- orbital gap (eV) = 8.57
- strongest force on any atom (eV/A) = 2.1

```
! wB97M-V def2-TZVPD RIJCOSX def2/J DEFGRID3
* xyz 0 1
C -2.647 3.193 0.261
C -1.506 3.518 1.050
C -0.376 2.865 0.495
H -1.511 4.187 1.902
C -0.796 2.219 -0.719
C -2.189 2.499 -0.902
H -2.784 2.317 -1.793
H -3.679 3.424 0.514
H 0.645 2.960 0.862
H -0.137 1.734 -1.430
C -1.713 -1.452 2.466
C -3.038 -0.973 2.701
C -3.748 -0.975 1.473
H -3.443 -0.672 3.654
C -2.876 -1.466 0.459
C -1.595 -1.712 1.052
H -0.738 -2.170 0.567
H -0.958 -1.618 3.238
H -4.782 -0.674 1.351
H -3.185 -1.751 -0.546
Y -1.996 0.940 1.226
O 1.673 -0.438 -0.730
C 2.831 0.210 -0.133
C 2.843 -0.164 -1.598
H 2.677 1.260 0.116
H 3.433 -0.402 0.541
H 2.702 0.657 -2.307
H 4.447 -0.273 -3.764
C 4.467 -1.211 -3.204
C 3.644 -1.312 -2.057
C 3.663 -2.521 -1.326
H 3.038 -2.632 -0.436
C 4.463 -3.589 -1.747
H 4.443 -4.528 -1.186
C 5.281 -3.464 -2.875
H 5.907 -4.297 -3.199
C 5.287 -2.263 -3.598
H 5.930 -2.149 -4.472
F -3.161 1.744 2.769
B -4.965 2.205 2.850
F -4.813 3.438 3.375
F -5.264 2.142 1.496
F -5.476 1.193 3.604
*
```

=====

Record 2
Here is a structure of composition C18H18BN9OSTi in a non-equilibrium geometry from OMol25. Energies are from the ωB97M-V functional and the def2-TZVPD basis.

Calculated values
- molar mass (Da) = 467.1
- orbital gap (spin up / spin down) (eV) = 4.98 / 6.93
- strongest force on any atom (eV/A) = 1.0

```
! wB97M-V def2-TZVPD RIJCOSX def2/J DEFGRID3
* xyz -1 4
Ti 0.248 -0.059 -0.069
C -3.711 1.912 -0.168
C -2.775 1.028 -0.730
N -1.642 1.056 -0.039
N -1.811 1.940 0.971
C -3.058 2.468 0.909
B -0.668 2.359 1.952
N -0.231 1.181 2.828
C 0.005 1.052 4.148
C 0.573 -0.184 4.358
C 0.687 -0.749 3.083
N 0.199 0.076 2.173
N 0.568 2.842 1.150
C 1.333 3.948 1.307
C 2.344 3.906 0.375
C 2.124 2.713 -0.327
N 1.073 2.072 0.165
N -1.219 3.545 2.769
C -1.442 4.797 2.299
C -2.195 5.472 3.226
C -2.406 4.525 4.247
N -1.810 3.379 3.972
H -4.718 2.107 -0.493
H -2.868 0.368 -1.576
H -3.406 3.183 1.636
H -0.285 1.825 4.836
H 0.863 -0.614 5.302
H 1.080 -1.705 2.775
H 1.125 4.672 2.075
H 3.126 4.631 0.228
H 2.676 2.274 -1.143
H -1.080 5.105 1.332
H -2.545 6.488 3.172
H -2.950 4.637 5.173
O 1.505 -0.626 -1.605
N 2.099 -1.314 -0.521
C 3.389 -0.818 -0.255
C 4.450 -1.621 0.012
C 4.282 -3.019 0.067
C 2.982 -3.523 -0.121
C 1.922 -2.708 -0.428
S 0.326 -3.403 -0.646
H 3.450 0.258 -0.303
H 5.414 -1.164 0.196
H 5.111 -3.678 0.284
H 2.776 -4.579 0.002
C -0.816 -2.113 -0.165
H -1.573 -2.064 -0.956
H -1.310 -2.412 0.763
*
```

=====

Record 3
Here is a structure of composition C18H18BrN3O7P2Pd in a non-equilibrium geometry from OMol25. Energies are from the ωB97M-V functional and the def2-TZVPD basis.

Calculated values
- molar mass (Da) = 636.6
- orbital gap (eV) = 6.79
- strongest force on any atom (eV/A) = 1.3

```
! wB97M-V def2-TZVPD RIJCOSX def2/J DEFGRID3
* xyz 0 1
Pd 0.354 0.055 0.639
Br 2.901 6.008 -2.881
C 2.589 4.372 -1.978
C 3.530 3.331 -2.080
C 3.319 2.145 -1.440
C 2.148 1.901 -0.669
O 2.038 0.740 -0.121
C 1.223 2.978 -0.552
C 0.069 2.933 0.274
N -0.322 1.913 0.961
C -1.475 1.930 1.776
C -2.044 3.035 2.351
C -3.229 2.911 3.106
C -3.830 1.697 3.282
C -3.247 0.534 2.726
C -3.797 -0.765 2.854
C -3.163 -1.826 2.282
C -1.947 -1.622 1.595
N -1.411 -0.434 1.483
C -2.052 0.657 2.005
C 1.470 4.200 -1.226
H 4.424 3.475 -2.672
H 4.039 1.341 -1.512
H -0.513 3.852 0.336
H -1.584 4.007 2.239
H -3.663 3.798 3.548
H -4.744 1.605 3.854
H -4.723 -0.895 3.401
H -3.562 -2.828 2.349
H -1.404 -2.443 1.144
H 0.751 5.004 -1.131
N 1.150 -4.026 -2.060
C 1.199 -2.627 -1.468
C 2.454 -1.961 -2.033
P 1.465 -2.975 0.310
O 0.084 -3.804 0.627
O 2.585 -3.951 0.357
O 1.516 -1.709 1.133
P -0.277 -1.798 -2.207
O -1.468 -2.641 -1.448
O -0.246 -2.258 -3.627
O -0.296 -0.375 -1.795
H 1.925 -4.563 -1.655
H 1.171 -3.929 -3.081
H 0.263 -4.461 -1.797
H 3.341 -2.549 -1.789
H 2.559 -0.974 -1.584
H 2.362 -1.847 -3.115
H 0.257 -4.402 1.366
H -2.191 -2.761 -2.077
*
```

=====

Record 4
Here is the molecule C18H18ClN3O5 in a non-equilibrium geometry from OMol25. Energies are from the ωB97M-V functional and the def2-TZVPD basis.

Calculated values
- molar mass (Da) = 391.8
- orbital gap (eV) = 9.30
- strongest force on any atom (eV/A) = 1.2

```
! wB97M-V def2-TZVPD RIJCOSX def2/J DEFGRID3
* xyz 0 1
C -4.532 3.831 -0.339
H -4.934 4.762 0.055
O -5.045 2.814 0.492
C -4.701 1.530 0.240
C -3.877 1.122 -0.804
C -3.586 -0.224 -0.962
C -4.108 -1.186 -0.103
C -4.932 -0.764 0.937
C -5.227 0.570 1.108
H -5.867 0.899 1.910
H -5.346 -1.503 1.606
O -3.829 -2.523 -0.298
C -2.876 -3.069 0.601
C -1.550 -2.403 0.433
C -1.100 -1.172 0.821
C 0.185 -1.082 0.226
N 0.454 -2.183 -0.435
O -0.607 -2.999 -0.313
C 1.097 0.074 0.401
O 0.989 0.780 1.393
N 2.001 0.320 -0.571
C 2.192 -0.483 -1.755
H 2.760 -1.389 -1.535
H 1.233 -0.780 -2.175
H 2.737 0.108 -2.490
C 2.949 1.401 -0.363
C 4.335 0.873 -0.208
C 4.926 0.108 0.755
C 6.251 -0.080 0.278
N 6.405 0.528 -0.869
O 5.228 1.117 -1.184
C 7.351 -0.837 0.924
H 7.060 -1.877 1.058
H 8.240 -0.787 0.303
H 7.568 -0.416 1.904
H 4.492 -0.259 1.661
H 2.638 1.924 0.546
H 2.924 2.088 -1.215
H -1.583 -0.433 1.423
H -2.800 -4.125 0.338
H -3.216 -2.960 1.640
Cl -2.554 -0.711 -2.257
H -3.448 1.826 -1.498
H -3.439 3.864 -0.302
H -4.860 3.704 -1.375
*
```

=====

Record 5
Here is a structure of composition C18H18EuF2N7O4S in a non-equilibrium geometry from OMol25. Energies are from the ωB97M-V functional and the def2-TZVPD basis.

Calculated values
- molar mass (Da) = 618.4
- orbital gap (spin up / spin down) (eV) = 4.09 / 5.87
- strongest force on any atom (eV/A) = 1.3

```
! wB97M-V def2-TZVPD RIJCOSX def2/J DEFGRID3
* xyz -1 8
Eu -0.596 -0.140 -0.976
N -0.794 3.151 -4.544
C -1.052 2.122 -3.652
S 0.016 0.767 -3.700
N -2.125 2.302 -2.931
N -2.282 1.421 -1.877
C -3.563 1.236 -1.528
C -3.918 0.511 -0.391
C -5.293 0.248 -0.112
C -5.641 -0.376 1.044
C -4.614 -0.766 1.953
C -3.309 -0.534 1.584
N -2.916 0.062 0.454
H -0.202 2.931 -5.324
H -1.548 3.801 -4.682
H -4.345 1.677 -2.139
H -6.040 0.561 -0.829
H -6.682 -0.576 1.268
H -4.834 -1.253 2.892
H -2.515 -0.843 2.257
C 0.468 0.978 4.510
O 0.301 1.479 3.190
C 0.040 0.634 2.175
O -0.225 1.097 1.087
N 0.053 -0.693 2.467
N -0.239 -1.580 1.422
H 0.545 1.850 5.152
H 1.390 0.398 4.602
H -0.390 0.378 4.816
H 0.542 -1.033 3.279
H -1.009 -2.187 1.679
H 0.601 -2.123 1.178
O 1.752 1.314 -1.280
C 2.383 0.329 -0.885
N 1.754 -0.785 -0.391
C 2.675 -1.619 0.155
O 2.425 -2.631 0.818
C 4.035 -1.069 -0.131
C 5.303 -1.545 0.152
C 6.387 -0.769 -0.239
C 6.199 0.460 -0.890
C 4.924 0.937 -1.163
C 3.850 0.152 -0.779
H 5.439 -2.491 0.659
H 7.394 -1.115 -0.041
H 7.063 1.042 -1.184
H 4.767 1.884 -1.663
F -2.048 -1.445 -2.524
C -1.110 -2.333 -1.885
F -1.810 -2.530 -0.634
H -1.206 -3.281 -2.417
*
```

=====

Record 6
Here is a cluster of 2 separate species, C18H18F13O4S in total from OMol25. Energies are from the ωB97M-V functional and the def2-TZVPD basis.

Calculated values
- molar mass (Da) = 577.4
- orbital gap (eV) = 6.40
- strongest force on any atom (eV/A) = 0.5

```
! wB97M-V def2-TZVPD RIJCOSX def2/J DEFGRID3
* xyz 1 1
O -1.034 0.961 0.804
C -1.233 -0.165 1.170
C -0.495 -0.795 2.337
C 0.682 0.054 2.825
C 0.857 -0.139 4.330
O 0.428 0.517 5.222
O 1.639 -1.248 4.537
C 2.288 -1.604 3.307
C 2.056 -0.428 2.348
C 2.194 -0.829 0.874
C 3.173 0.036 0.063
C 2.514 1.237 -0.590
F 3.377 2.290 -0.617
F 1.420 1.628 0.124
C 2.044 0.936 -2.038
F 3.099 0.519 -2.771
F 1.183 -0.121 -1.918
C 1.242 1.992 -2.884
F 0.082 2.240 -2.266
F 0.949 1.335 -4.031
C 2.015 3.309 -3.357
F 1.700 3.499 -4.642
F 3.330 3.066 -3.284
S 1.631 4.970 -2.479
F 0.114 4.804 -2.927
F 1.336 4.217 -1.115
F 3.135 5.162 -2.029
F 1.941 5.769 -3.808
F 1.257 6.324 -1.776
C -2.305 -0.982 0.502
C -2.058 -2.283 0.066
C -3.043 -2.978 -0.628
C -4.279 -2.384 -0.858
C -4.531 -1.090 -0.414
C -3.541 -0.388 0.256
H -1.226 -0.934 3.143
H -0.175 -1.798 2.043
H 0.487 1.111 2.655
H 3.347 -1.799 3.474
H 1.832 -2.525 2.926
H 2.752 0.370 2.620
H 2.562 -1.859 0.820
H 1.214 -0.826 0.395
H 3.677 -0.564 -0.692
H 3.940 0.449 0.721
H -1.088 -2.735 0.231
H -2.819 -3.968 -1.011
H -5.025 -2.929 -1.426
H -5.487 -0.619 -0.606
H -3.707 0.633 0.579
O -5.793 -5.180 -0.129
H -5.321 -5.308 0.721
H -6.760 -5.079 -0.006
H -5.573 -5.873 -0.786
*
```

=====

Record 7
Here is the molecule C18H18F2N4O3 in a non-equilibrium geometry from OMol25. Energies are from the ωB97M-V functional and the def2-TZVPD basis.

Calculated values
- molar mass (Da) = 376.4
- orbital gap (eV) = 9.43
- strongest force on any atom (eV/A) = 1.1

```
! wB97M-V def2-TZVPD RIJCOSX def2/J DEFGRID3
* xyz 0 1
C 1.286 -5.119 0.835
C 1.989 -4.172 1.742
N 1.946 -4.304 3.056
N 2.659 -3.301 3.562
C 3.169 -2.515 2.596
C 2.766 -3.046 1.389
C 3.004 -2.531 0.004
N 1.835 -1.770 -0.440
C 1.364 -0.681 0.193
O 1.882 -0.127 1.142
C 0.095 -0.181 -0.409
N -0.555 -0.838 -1.341
O -1.654 -0.127 -1.648
C -1.691 0.985 -0.895
C -0.597 1.011 -0.078
H -0.309 1.743 0.645
C -2.826 1.933 -1.089
O -2.341 3.032 -1.840
C -3.204 4.023 -2.175
C -4.544 4.064 -1.804
C -5.328 5.132 -2.207
C -4.798 6.157 -2.974
C -3.463 6.116 -3.343
C -2.673 5.059 -2.947
H -1.633 5.010 -3.224
H -3.061 6.919 -3.939
F -5.568 7.190 -3.362
F -6.620 5.153 -1.838
H -5.008 3.295 -1.210
H -3.194 2.271 -0.111
H -3.629 1.418 -1.632
H 1.265 -2.138 -1.186
C 4.263 -1.671 -0.094
H 4.147 -0.782 0.518
H 5.124 -2.235 0.253
H 4.429 -1.368 -1.126
H 3.089 -3.382 -0.681
H 3.757 -1.650 2.824
C 2.803 -3.150 4.980
H 2.223 -3.938 5.456
H 3.850 -3.242 5.275
H 2.428 -2.176 5.301
H 0.495 -4.607 0.288
H 1.982 -5.545 0.112
H 0.848 -5.919 1.423
*
```

=====

Record 8
Here is a structure of composition C18H18F3NO4 in a non-equilibrium geometry from OMol25. Energies are from the ωB97M-V functional and the def2-TZVPD basis.

Calculated values
- molar mass (Da) = 369.3
- orbital gap (eV) = 7.10
- strongest force on any atom (eV/A) = 19.1

```
! wB97M-V def2-TZVPD RIJCOSX def2/J DEFGRID3
* xyz 0 1
C -3.596 -4.003 -0.911
H -3.418 -3.827 -2.076
H -4.039 -4.836 -0.855
H -2.586 -4.131 -0.600
O -4.362 -3.176 -0.501
C -3.979 -1.807 -0.349
C -2.854 -1.439 -0.867
C -2.397 0.042 -1.156
C -3.197 0.989 -0.470
C -4.289 0.523 0.245
C -4.787 -0.555 0.268
O -5.964 -1.134 0.730
C -6.690 -0.503 1.370
H -6.192 0.259 2.361
H -7.553 -0.933 1.730
H -7.167 0.405 0.918
H -4.889 1.158 0.799
N -2.846 2.271 -0.266
C -1.483 3.037 -0.420
O -1.528 4.177 -0.408
C -0.443 2.071 -0.178
C -0.491 1.282 1.138
C 0.765 0.573 1.307
C 1.843 0.662 0.639
C 1.885 1.684 -0.833
C 0.831 2.268 -0.871
H 0.739 2.773 -1.674
H 2.808 1.796 -1.228
C 3.081 -0.202 0.870
H 3.937 0.466 1.287
H 2.965 -0.873 1.413
O 3.628 -0.723 -0.591
C 4.766 -1.526 -0.317
H 4.871 -2.140 -1.346
C 6.012 -0.935 0.065
F 6.261 0.500 -0.526
F 7.129 -1.634 -0.408
F 6.122 -0.599 1.646
H 4.534 -2.315 0.420
H 0.667 -0.102 2.179
H -1.165 0.990 1.766
H -3.725 3.047 -0.133
H -1.577 0.270 -1.525
H -2.193 -2.167 -1.524
*
```